Record 1
Molecular formula: C4H5NO
Method: DFT, the ωB97M-V functional and the def2-TZVPD basis

Properties
**LUMO**: 0.005 hartree
**Kohn-Sham gap**: 9.59 eV
**Molecular weight**: 83.090 g/mol
**Energy relative to the best compared isomer or geometry (same formula, charge and spin)**: 4.646 eV

```
11
C4H5NO the ωB97M-V functional and the def2-TZVPD basis
O 0.29 -1.30 -0.04
N 1.65 -1.22 0.06
C 0.85 0.98 0.00
C 1.97 0.04 0.06
C -1.65 0.15 0.19
C -0.19 0.01 -0.10
H 3.02 0.29 0.17
H -1.81 -0.03 1.25
H -2.24 -0.58 -0.38
H 0.12 0.51 -1.16
H -1.99 1.16 -0.04
```

=====

Record 2
Molecular formula: C29H43BN8ORuS2Sb
Method: DFT, the ωB97M-V functional and the def2-TZVPD basis

Properties
**LUMO (spin up / spin down)**: -0.093 / -0.149 hartree
**Kohn-Sham gap (spin up / spin down)**: 7.78 / 7.04 eV
**2S+1**: 5
**Molecular weight**: 817.494 g/mol
**Energy relative to the best compared isomer or geometry (same formula, charge and spin)**: 0.388 eV
**Net charge**: +1

```
86
C29H43BN8ORuS2Sb the ωB97M-V functional and the def2-TZVPD basis
Sb 0.79 -3.36 -1.20
Ru 0.48 1.51 0.23
S -1.38 1.03 1.43
S -0.23 1.15 -1.91
O -0.64 -1.38 -0.73
N 1.02 1.03 2.28
N 0.83 3.74 0.67
N -2.73 1.94 -1.59
N 2.46 1.53 -0.42
N 3.12 2.63 -0.92
N 1.74 4.44 0.00
N -2.49 -0.34 -1.61
N -0.55 1.48 4.01
C -2.53 -3.23 -2.94
C 0.47 1.65 4.86
C -2.89 -3.59 -0.57
C -3.11 -4.47 -3.22
C 0.57 -2.74 1.91
C 4.43 2.55 -0.66
C -1.75 -1.38 -1.30
C 3.44 0.75 0.07
C 1.31 -5.31 -2.08
C 0.18 2.04 6.26
C -2.96 4.28 -0.67
C -4.52 1.28 0.05
C -4.22 1.71 -1.36
C -2.29 3.38 -1.66
C -3.62 -5.22 -2.17
C -2.38 -2.78 -1.59
C 0.99 -6.51 -1.21
C 0.84 5.78 1.52
C 1.99 1.21 3.12
C -3.51 -4.82 -0.86
C 3.56 -2.32 -2.02
C 0.22 4.54 1.58
C -0.24 1.18 2.79
C 1.76 5.74 0.47
C -1.92 0.89 -1.67
C 4.68 1.34 0.02
C 1.77 1.45 4.44
C 1.50 -3.39 0.84
C 2.09 -1.96 -2.21
B 2.31 3.93 -1.36
H 2.44 6.42 -0.03
H 2.61 1.72 5.09
H 0.92 -5.30 -3.05
H -2.16 -2.63 -3.81
H -2.74 4.02 0.40
H -3.91 -5.49 -0.12
H 1.68 -7.30 -1.38
H -4.75 2.66 -1.58
H -3.22 -4.76 -4.21
H -2.79 -3.30 0.48
H 1.12 2.13 6.72
H 2.42 -5.12 -2.22
H -3.99 0.37 0.33
H 5.16 3.30 -1.07
H 1.56 -4.43 1.04
H -1.21 3.42 -1.53
H 3.13 4.71 -1.74
H -0.47 1.42 6.84
H 2.49 -2.88 0.79
H 2.97 1.21 2.65
H 5.59 0.90 0.50
H 3.80 -2.82 -1.02
H 0.62 6.61 2.18
H -4.02 4.30 -0.83
H -4.54 0.95 -2.11
H 4.25 -1.49 -2.24
H -0.45 4.24 2.30
H -0.32 3.02 6.30
H -0.02 -6.84 -1.29
H 1.89 -0.90 -1.82
H 1.86 -1.89 -3.28
H 3.83 -3.09 -2.74
H 3.07 -0.18 0.44
H 0.55 -1.65 1.78
H 1.38 3.63 -2.07
H -4.24 2.04 0.80
H 1.11 -6.30 -0.13
H -4.19 -6.11 -2.40
H 1.03 -2.95 2.85
H -2.50 5.28 -0.80
H -2.57 3.78 -2.65
H -5.58 1.04 0.23
H -0.42 -3.13 1.75
```

=====

Record 3
Molecular formula: C5H7NOS3
Method: DFT, the ωB97M-V functional and the def2-TZVPD basis

Properties
**LUMO**: -0.016 hartree
**Kohn-Sham gap**: 8.45 eV
**Molecular weight**: 193.318 g/mol
**Energy relative to the best compared isomer or geometry (same formula, charge and spin)**: 3.079 eV

```
17
C5H7NOS3 the ωB97M-V functional and the def2-TZVPD basis
S -1.43 -2.49 -0.24
S 2.85 1.64 -0.97
S 3.49 -2.91 0.29
O 2.35 -0.54 -0.03
N 1.01 -2.29 0.12
C -2.57 -1.24 -0.93
C 3.04 0.02 -1.08
C -0.01 -1.58 -0.34
C 2.28 -1.84 0.06
C 1.96 1.95 0.63
H -2.94 -0.66 -0.06
H -3.48 -1.79 -1.31
H 2.12 1.13 1.29
H 2.31 2.89 1.06
H 0.89 1.94 0.46
H 0.93 -3.29 -0.06
H -2.27 -0.61 -1.63
```